(1)
5 unconnected molecules or ions with the total composition C18H31Cl2NO20S5. Source: the Open Molecules 2025 dataset; level of theory: ωB97M-V with the def2-TZVPD basis set.

* F_max: 2.945 eV Å⁻¹
* SMILES: C=C[C@@]1(CCCN)OS(=O)(=O)O[C@@H]1/C(Cl)=C(/C)Cl.O=S1(=O)OCCO1.O=S1(=O)OCCO1.O=S1(=O)OCCO1.O=S1(=O)OCCO1
* orbital gap: 9.98 eV
* energy: -5175.17890 a.u.
* LUMO level: 0.017 eV

Last column: Löwdin charge in e.
Element x y z (Å)
C 0.2185 -2.8167 -2.0446  0.036
C 0.2826 -2.1172 -3.1506  -0.080
C -0.0682 -0.6431 -3.2736  -0.334
C 0.9386 0.4037 -2.7600  -0.139
C 1.4622 0.1551 -1.3148  -0.179
C 2.8403 0.8538 -1.2043  -0.293
N 2.7230 2.3246 -1.2152  -0.004
O 0.0047 -0.4373 -4.7620  -0.173
S -1.1975 0.4769 -5.2655  0.613
O -1.7276 0.0410 -6.4936  -0.210
O -1.0420 1.8711 -5.0592  -0.233
O -2.3506 0.0466 -4.1571  -0.153
C -1.6043 -0.4665 -3.0099  -0.281
C -2.0919 0.3412 -1.8277  -0.559
Cl -1.4907 1.9570 -1.4692  0.806
C -3.0292 -0.1206 -1.0241  -0.687
C -3.5650 0.7098 0.1482  -0.123
Cl -3.7635 -1.6957 -1.2283  0.724
H -0.1057 -2.3960 -1.0952  0.054
H 0.5538 -3.8560 -2.0537  0.081
H 0.5787 -2.6440 -4.0618  0.130
H 0.5994 1.4361 -2.8909  0.081
H 1.8258 0.3048 -3.4075  0.131
H 0.7673 0.5615 -0.5649  0.091
H 1.6708 -0.9076 -1.1327  0.099
H 3.5181 0.5551 -2.0185  0.112
H 3.3201 0.4917 -0.2719  0.106
H 3.6352 2.7448 -1.3871  0.066
H 2.5257 2.6005 -0.2528  0.066
H -1.9671 -1.4996 -2.9810  0.109
H -3.8543 1.6977 -0.2328  0.068
H -2.7115 0.8490 0.8288  0.079
H -4.3963 0.1907 0.6318  0.068
O -2.9541 6.1118 0.1806  -0.240
S -2.8683 6.8168 -1.0535  0.622
O -2.7681 8.2265 -1.1099  -0.200
O -4.0845 6.3373 -1.9848  -0.181
C -3.5761 5.7963 -3.2121  -0.153
C -2.2153 5.2412 -2.8540  -0.168
O -1.6742 6.1838 -1.9171  -0.183
H -3.4978 6.6085 -3.9377  0.136
H -4.2465 5.0316 -3.5968  0.139
H -1.5639 5.1426 -3.7186  0.143
H -2.2998 4.2763 -2.3517  0.066
O 1.5139 -4.0823 1.6048  -0.220
S 0.1486 -4.3336 1.3115  0.600
O -0.7152 -3.3350 0.7995  -0.230
O -0.5307 -4.9855 2.6112  -0.180
C -1.0831 -6.2668 2.2828  -0.157
C -0.2210 -6.7820 1.1502  -0.154
O 0.0632 -5.6214 0.3567  -0.190
H -2.1169 -6.1209 1.9623  0.136
H -1.0628 -6.9225 3.1498  0.139
H -0.7229 -7.5396 0.5542  0.139
H 0.7265 -7.1803 1.5207  0.135
O 5.4390 -8.3328 2.4324  -0.219
S 5.2259 -7.5877 3.6196  0.607
O 5.2326 -8.1879 4.9023  -0.214
O 3.8649 -6.7459 3.4445  -0.194
C 4.1344 -5.3482 3.6042  -0.165
C 5.5691 -5.1717 3.1581  -0.164
O 6.2434 -6.3411 3.6371  -0.187
H 4.0144 -5.0959 4.6603  0.136
H 3.4411 -4.7569 3.0103  0.111
H 6.0249 -4.2724 3.5643  0.136
H 5.6472 -5.1575 2.0683  0.135
O 0.0446 7.2521 5.3459  -0.221
S -0.9010 6.2258 5.0938  0.607
O -1.6763 5.6410 6.1261  -0.221
O -0.1610 5.0553 4.2714  -0.193
C -0.8350 4.8354 3.0269  -0.165
C -1.4494 6.1712 2.6720  -0.169
O -1.8923 6.7103 3.9264  -0.182
H -1.6035 4.0746 3.1845  0.133
H -0.1333 4.4890 2.2714  0.132
H -2.2773 6.0759 1.9789  0.086
H -0.7027 6.8522 2.2546  0.140


(2)
3 unconnected molecules or ions with the total composition C18H31Cl4I2N2O5. Source: the Open Molecules 2025 dataset; level of theory: ωB97M-V with the def2-TZVPD basis set.

* F_max: 1.368 eV Å⁻¹
* total charge: -1
* orbital gap: 6.79 eV
* energy: -3626.36422 a.u.
* LUMO level: 1.988 eV

Last column: natural (NBO) charge in e.
Element x y z (Å)
C -0.4338 -0.6960 3.5272  -0.747
C 0.9504 -0.5618 2.9467  0.824
O 1.8137 0.0728 3.4730  -0.587
O 1.1570 -1.2020 1.7780  -0.550
C 0.2875 -0.7092 0.7096  -0.070
C 0.9543 -1.0224 -0.6149  -0.431
C -0.0470 -1.2841 -1.7623  -0.410
C -0.2453 -0.1312 -2.7793  -0.016
C -0.2541 1.1260 -1.8570  0.755
O -1.2150 1.2156 -1.0626  -0.790
O 0.7515 1.8604 -1.9005  -0.762
C -1.7087 -0.4361 -3.3985  -0.296
I -1.5794 -1.2649 -5.4005  0.090
C -2.7395 0.7461 -3.3454  -0.278
C -3.7605 0.4682 -2.2391  -0.650
I -3.9904 0.9523 -5.1254  0.006
N 0.7698 -0.1299 -3.8289  -0.483
C 2.0415 -0.7674 -3.5492  -0.282
C 2.2229 -2.2234 -3.8527  0.150
N 1.3305 -3.0387 -4.2260  -0.625
C 1.0392 1.1133 -4.5590  -0.221
C -0.1047 2.0451 -4.8831  -0.085
O 0.4370 3.1077 -5.7030  -0.733
H -0.9238 -1.5748 3.1189  0.228
H -1.0100 0.1954 3.2912  0.245
H -0.3617 -0.8252 4.6026  0.238
H -0.7085 -1.1462 0.7825  0.172
H 0.1950 0.3686 0.8385  0.212
H 1.4973 -1.9589 -0.4441  0.210
H 1.7108 -0.2753 -0.8302  0.232
H 0.1441 -2.2279 -2.2677  0.233
H -1.0061 -1.4074 -1.2646  0.216
H -2.1911 -1.2588 -2.8879  0.208
H -2.2949 1.7216 -3.2350  0.230
H -3.2588 0.3714 -1.2841  0.257
H -4.5399 1.2268 -2.2293  0.211
H -4.2651 -0.4718 -2.4801  0.190
H 2.7863 -0.2799 -4.1851  0.222
H 2.4282 -0.6047 -2.5384  0.211
H 3.2618 -2.5622 -3.7422  0.133
H 1.7469 -3.9576 -4.3637  0.327
H 1.4849 0.8449 -5.5226  0.187
H 1.7892 1.7145 -4.0344  0.195
H -0.9042 1.5973 -5.4668  0.186
H -0.5247 2.5143 -3.9976  0.181
H 0.7054 3.7989 -5.0913  0.464
Cl -3.3451 -0.8278 4.5414  -0.045
C -4.2928 -1.7064 5.7648  -0.392
C -3.4774 -2.0095 6.9947  -0.386
Cl -2.1912 -3.2009 6.6708  -0.060
H -4.6719 -2.6157 5.3054  0.223
H -5.1382 -1.0748 6.0340  0.221
H -4.1192 -2.4343 7.7648  0.218
H -3.0079 -1.1117 7.3881  0.224
Cl 4.1579 3.6231 6.8222  -0.083
C 3.9491 2.8646 5.2160  -0.383
C 5.1105 1.9851 4.8435  -0.382
Cl 6.6036 2.9212 4.5461  -0.078
H 3.8019 3.6588 4.4897  0.225
H 3.0435 2.2626 5.2608  0.242
H 4.8764 1.4527 3.9238  0.241
H 5.3240 1.2587 5.6227  0.219


(3)
A molecular structure, C18H31ClNO2P2Tm. Source: the Open Molecules 2025 dataset; level of theory: ωB97M-V with the def2-TZVPD basis set.

* F_max: 8.113 eV Å⁻¹
* <S²>: 2.005
* multiplicity: 3
* orbital gap (spin up / spin down): 6.28 / 6.49 eV
* energy: -3137.53156 a.u.
* LUMO level (spin up / spin down): -0.261 / -0.257 eV

Last column: natural (NBO) charge in e.
Element x y z (Å)
C -0.8230 0.9493 -4.2241  -0.253
C -0.8440 0.4112 -2.9282  0.291
N -0.0220 0.9121 -1.9587  -0.588
C 0.8287 1.9420 -2.2377  0.281
C 0.9021 2.4847 -3.5267  -0.256
C 0.0640 1.9862 -4.5318  -0.128
C -1.7226 -0.7577 -2.5623  -0.771
P -2.0128 -0.8243 -0.7236  0.790
Tm 0.0000 0.0000 0.0000  1.485
P 1.9260 1.1897 0.2292  0.801
C 1.6304 2.4958 -1.0816  -0.731
O -0.5567 -3.6926 -2.9582  -0.984
O 0.6108 -3.7298 -0.4939  -1.022
H -1.4913 0.5362 -4.9850  0.230
H 1.5991 3.3032 -3.7289  0.228
H 0.1004 2.4041 -5.5429  0.228
C -3.5138 0.2053 -0.4364  -0.906
C -2.5824 -2.5341 -0.3817  -0.918
H 2.5511 2.9952 -1.4306  0.241
H 1.0070 3.2539 -0.5673  0.277
H -1.1918 -1.7173 -2.7801  0.328
H -2.6529 -0.7573 -3.1580  0.245
C 2.2926 2.1501 1.7522  -0.918
C 3.5480 0.4386 -0.2188  -0.920
H 0.7123 -2.7305 -0.5042  0.486
H 0.3244 -3.9040 0.4213  0.478
H -0.2002 -3.8585 -2.0438  0.507
H 0.2579 -3.5684 -3.4771  0.468
H -0.7829 1.2948 0.7223  -0.604
H 0.8556 -1.3035 -0.6847  -0.615
H -4.3891 -0.1797 -0.9891  0.220
H -3.7322 0.2135 0.6446  0.257
H -3.2900 1.2379 -0.7493  0.253
H -3.4488 -2.8151 -1.0038  0.233
H -1.7369 -3.2114 -0.5720  0.263
H -2.8493 -2.5897 0.6872  0.248
H 4.3640 1.1825 -0.2452  0.222
H 3.7840 -0.3428 0.5231  0.253
H 3.4412 -0.0458 -1.2031  0.250
H 3.1648 2.8164 1.6331  0.221
H 1.3946 2.7312 2.0159  0.271
H 2.4837 1.4287 2.5645  0.257
Cl -0.8425 1.9883 3.2411  0.012
C -0.3399 0.6214 4.2067  -0.046
C -0.3170 0.7915 5.6039  -0.227
C 0.0321 -0.2656 6.4485  -0.231
C 0.3621 -1.5035 5.9089  -0.239
C 0.3432 -1.6843 4.5283  -0.148
C -0.0045 -0.6344 3.6499  -0.036
C 0.0248 -1.0155 2.1815  -1.032
H -0.5801 1.7446 6.0444  0.218
H 0.0413 -0.1299 7.5229  0.210
H 0.6309 -2.3283 6.5579  0.205
H 0.6081 -2.6598 4.1349  0.198
H -0.7433 -1.8018 2.0538  0.209
H 1.0296 -1.4739 2.0424  0.210


What is the F_max in the third record?
8.113 eV Å⁻¹


F_max of number 3 (C18H31ClNO2P2Tm)?
8.113 eV Å⁻¹


Which of these has the highest F_max?
C18H31ClNO2P2Tm